DFT (ωB97M-V/def2-TZVPD) results for a structure of composition C26H30CuN3O3Te.

Last column: Löwdin charge in e.
Cartesian coordinates (Å):
Cu1 -0.368 -0.260 0.703  0.33
N1 1.500 -0.215 -0.269  -0.01
N2 2.459 -0.030 0.749  -0.02
C1 2.077 -0.474 2.063  -0.73
O1 2.999 -0.668 2.847  0.00
O2 0.823 -0.577 2.259  -0.12
H1 1.607 -1.096 -0.763  0.11
H2 1.539 0.537 -0.945  0.10
H3 3.395 -0.325 0.516  0.12
C2 -5.584 2.214 7.795  -0.06
C3 -4.918 1.801 6.510  -0.28
C4 -5.371 0.714 5.779  -0.03
C5 -4.760 0.325 4.588  -0.33
C6 -5.325 -0.874 3.868  -0.10
C7 -3.661 1.043 4.095  -0.37
Te1 -2.773 0.391 2.194  1.53
N3 -1.925 -0.097 -0.200  -0.13
C8 -2.217 -0.108 -1.481  -0.64
O3 -1.389 -0.028 -2.417  -0.06
C9 -3.690 -0.166 -1.821  -0.15
C10 -4.607 -0.838 -1.020  -0.06
C11 -5.953 -0.862 -1.360  -0.10
C12 -6.398 -0.198 -2.496  -0.11
C13 -5.486 0.477 -3.298  -0.10
C14 -4.139 0.482 -2.968  -0.03
C15 -3.175 2.282 1.301  -0.36
C16 -2.144 3.123 0.869  -0.30
C17 -0.677 2.805 0.970  -0.08
C18 -2.472 4.344 0.276  -0.02
C19 -3.781 4.750 0.095  -0.28
C20 -4.110 6.071 -0.543  -0.06
C21 -4.788 3.892 0.516  -0.02
C22 -4.513 2.665 1.105  -0.28
C23 -5.672 1.790 1.494  -0.07
C24 -3.173 2.122 4.847  -0.29
C25 -1.961 2.913 4.437  -0.06
C26 -3.813 2.488 6.028  -0.03
H4 -6.445 1.580 8.013  0.07
H5 -5.933 3.247 7.749  0.07
H6 -4.895 2.142 8.640  0.08
H7 -6.226 0.150 6.140  0.11
H8 -6.223 -1.232 4.373  0.07
H9 -4.611 -1.701 3.833  0.07
H10 -5.577 -0.640 2.832  0.04
H11 -4.257 -1.333 -0.123  0.09
H12 -6.655 -1.396 -0.731  0.10
H13 -7.450 -0.208 -2.754  0.09
H14 -5.825 0.999 -4.185  0.09
H15 -3.404 0.980 -3.587  0.11
H16 -0.444 2.091 1.758  0.02
H17 -0.103 3.713 1.164  0.08
H18 -0.325 2.387 0.023  0.08
H19 -1.664 4.991 -0.052  0.11
H20 -3.204 6.603 -0.835  0.07
H21 -4.670 6.713 0.141  0.08
H22 -4.723 5.940 -1.438  0.08
H23 -5.826 4.176 0.366  0.11
H24 -6.607 2.221 1.131  0.08
H25 -5.744 1.677 2.577  0.07
H26 -5.569 0.792 1.063  0.04
H27 -1.223 2.284 3.942  0.05
H28 -1.484 3.363 5.310  0.07
H29 -2.227 3.713 3.743  0.08
H30 -3.421 3.328 6.596  0.11

Its multiplicity is 2. Its total charge is -1. As for the gap between HOMO and LUMO (alpha / beta): 7.1 / 7.2 eV.

---

DFT (ωB97M-V/def2-TZVPD) results for a structure of composition C26H30IN4O5Pt.

Last column: Löwdin charge in e.
Cartesian coordinates (Å):
Pt1 0.068 1.893 0.227  1.33
C1 4.177 -0.269 -0.082  0.01
C2 3.205 -0.707 0.971  -0.24
N1 3.462 -1.812 1.636  0.17
C3 2.656 -2.256 2.606  -0.04
C4 1.532 -1.576 3.008  -0.11
C5 0.661 -2.084 4.128  -0.16
O1 -0.718 -1.922 3.790  -0.06
C6 1.215 -0.390 2.306  -0.07
C7 0.125 0.416 2.755  0.02
N2 -0.404 1.396 2.099  -0.10
C8 -1.384 2.252 2.709  -0.34
C9 -2.463 1.755 3.419  0.03
C10 -3.323 2.649 4.047  0.00
C11 -3.119 4.017 3.959  -0.01
C12 -2.048 4.532 3.231  -0.08
C13 -1.211 3.628 2.618  -0.55
I1 0.467 4.199 1.485  1.37
C14 2.039 0.045 1.259  -0.24
O2 1.861 1.155 0.522  -0.25
H1 5.132 -0.754 0.098  0.11
H2 4.311 0.812 -0.085  0.09
H3 3.827 -0.580 -1.070  0.05
H4 2.940 -3.193 3.070  0.14
H5 0.874 -1.523 5.045  0.14
H6 0.907 -3.125 4.330  0.14
H7 -1.189 -2.748 3.941  0.11
H8 -0.259 0.259 3.757  0.16
H9 -2.630 0.686 3.477  0.14
H10 -4.166 2.266 4.606  0.13
H11 -3.798 4.700 4.451  0.13
H12 -1.885 5.599 3.168  0.12
C15 -3.370 4.507 -2.737  0.05
O3 -3.123 3.700 -1.541  0.08
C16 -1.973 3.204 -1.276  -0.53
O4 -1.840 2.507 -0.241  -0.07
N3 -0.909 3.420 -2.086  0.09
N4 0.308 2.780 -1.764  0.00
H13 -4.416 4.780 -2.671  0.12
H14 -3.203 3.902 -3.627  0.12
H15 -2.747 5.400 -2.710  0.11
H16 -0.970 3.917 -2.964  0.17
H17 1.054 3.476 -1.758  0.14
H18 0.532 2.079 -2.471  0.14
C17 0.458 -5.685 -3.566  0.00
C18 0.422 -4.298 -3.028  -0.17
C19 -0.584 -3.898 -2.139  0.03
C20 -0.623 -2.635 -1.603  -0.14
C21 -1.731 -2.279 -0.661  -0.01
C22 0.417 -1.708 -1.975  -0.09
C23 0.525 -0.435 -1.436  -0.14
O5 -0.345 0.118 -0.660  -0.17
C24 1.434 -2.099 -2.924  -0.16
C25 2.481 -1.145 -3.432  -0.02
C26 1.410 -3.375 -3.414  0.03
H19 -0.436 -6.249 -3.313  0.09
H20 1.327 -6.208 -3.157  0.12
H21 0.586 -5.673 -4.650  0.11
H22 -1.351 -4.611 -1.866  0.14
H23 -2.352 -3.150 -0.470  0.10
H24 -2.360 -1.493 -1.083  0.10
H25 -1.348 -1.905 0.290  0.08
H26 1.427 0.130 -1.676  0.11
H27 3.086 -0.705 -2.636  0.05
H28 2.028 -0.336 -4.009  0.10
H29 3.163 -1.666 -4.099  0.10
H30 2.162 -3.687 -4.128  0.14

Its total charge is +3. As for the gap between HOMO and LUMO: 5.6 eV.

---

DFT (ωB97M-V/def2-TZVPD) results for a structure of composition C26H30IrN11O3S.

Last column: Löwdin charge in e.
Cartesian coordinates (Å):
Ir1 0.235 0.247 0.055  1.57
C1 -0.633 -1.223 2.849  -0.14
C2 -1.272 0.130 3.163  -0.13
N1 -0.898 1.120 2.146  -0.07
C3 -2.008 1.960 1.711  -0.12
C4 -2.812 1.272 0.632  -0.26
C5 -4.180 1.462 0.475  0.04
C6 -4.821 0.851 -0.593  0.03
C7 -4.096 0.038 -1.453  0.05
C8 -2.740 -0.144 -1.213  -0.24
C9 -1.865 -1.032 -2.067  -0.12
N2 -0.775 -1.626 -1.288  -0.09
C10 -1.160 -2.820 -0.516  -0.14
C11 -0.562 -2.782 0.891  -0.16
N3 -0.883 -1.479 1.442  -0.07
N4 -2.132 0.483 -0.204  0.04
H1 -1.081 -2.005 3.477  0.16
H2 0.439 -1.211 3.045  0.12
H3 -0.984 0.456 4.167  0.15
H4 -2.360 0.011 3.142  0.14
H5 -0.120 1.694 2.456  0.12
H6 -1.598 2.888 1.302  0.14
H7 -2.664 2.243 2.544  0.15
H8 -4.731 2.084 1.164  0.14
H9 -5.878 1.003 -0.753  0.14
H10 -4.584 -0.459 -2.278  0.14
H11 -1.433 -0.418 -2.863  0.14
H12 -2.480 -1.804 -2.545  0.15
H13 -0.005 -1.861 -1.907  0.11
H14 -0.852 -3.735 -1.027  0.15
H15 -2.248 -2.839 -0.426  0.14
H16 0.521 -2.929 0.899  0.10
H17 -1.000 -3.583 1.499  0.16
H18 -1.874 -1.302 1.276  0.12
N5 2.820 -2.189 -1.256  0.22
C12 2.872 -1.022 -1.887  -0.44
N6 3.914 -0.790 -2.666  0.21
C13 3.979 0.308 -3.415  -0.40
N7 5.019 0.582 -4.164  0.24
N8 2.914 1.139 -3.419  0.21
C14 1.919 0.912 -2.605  -0.30
N9 1.823 -0.146 -1.795  0.09
C15 0.824 1.900 -2.632  -0.18
C16 0.713 2.765 -3.720  0.05
C17 -0.287 3.722 -3.731  0.02
C18 -1.123 3.804 -2.631  0.02
C19 -0.946 2.901 -1.592  -0.10
N10 -0.023 1.950 -1.601  0.04
H19 3.632 -2.789 -1.308  0.15
H20 2.182 -2.321 -0.486  0.06
H21 5.834 -0.015 -4.166  0.14
H22 5.030 1.414 -4.737  0.14
H23 1.416 2.674 -4.531  0.13
H24 -0.393 4.397 -4.567  0.14
H25 -1.894 4.555 -2.565  0.13
H26 -1.585 2.958 -0.729  0.09
O1 2.454 -2.620 1.789  0.08
C20 2.740 -1.436 1.774  -0.53
N11 2.192 -0.537 0.949  -0.17
S1 2.884 0.966 1.060  0.69
O2 1.723 1.851 1.164  -0.39
O3 3.736 1.187 -0.064  -0.23
C21 3.774 0.606 2.570  -0.20
C22 4.504 1.387 3.435  -0.01
C23 5.208 0.743 4.454  -0.01
C24 5.210 -0.641 4.554  -0.01
C25 4.427 -1.423 3.709  0.04
C26 3.703 -0.778 2.720  -0.13
H27 4.522 2.461 3.333  0.13
H28 5.759 1.335 5.173  0.13
H29 5.816 -1.129 5.304  0.13
H30 4.388 -2.496 3.809  0.14

Its multiplicity is 2. Its total charge is +3. As for the gap between HOMO and LUMO (alpha / beta): 5.4 / 5.9 eV.

---

| no. | calculated total energy (eV) |
| --- | --- |
| 1 | -89996.4436 |
| 2 | -54966.2020 |
| 3 | -63630.4418 |